[1]
Molecular formula: C13H15N3O5S2
Method: DFT, wB97M-V/def2-TZVPD

Calculated values
gap between HOMO and LUMO	8.15	eV
max |F|	15.832	eV Å⁻¹
electronic energy	-1840.80757	Eh

Geometry as XYZ:
```
38
C13H15N3O5S2 (wB97M-V/def2-TZVPD)
C -5.42877 -1.51168 -1.58179
C -5.34377 -0.01768 -1.53149
H -6.12897 0.54153 -2.14142
H -4.48967 0.42501 -1.78972
S -5.85648 0.24309 0.04261
O -7.10838 -0.37085 0.66708
O -5.92259 1.71292 0.51294
N -4.66152 -0.27006 0.95007
C -3.34258 -0.01990 0.82532
C -2.81012 1.10644 0.34188
C -1.56040 1.58842 0.21321
C -0.66908 0.53380 0.50238
C -0.98074 -0.93376 1.07359
C -2.33033 -0.90327 1.37637
H -2.70070 -1.92816 1.66317
H -0.35157 -1.51707 1.63783
C 0.87586 0.53756 0.48233
N 1.34741 1.69260 -0.03194
N 2.82196 1.69163 -0.13616
C 2.90249 0.48330 0.61489
S 4.40384 -0.32508 0.71554
C 5.38812 1.13754 0.37046
C 6.91033 0.68231 -0.00457
O 7.78383 1.36345 -0.02377
O 6.97226 -0.58694 -0.38118
C 8.31990 -1.33764 -0.41306
H 8.49257 -2.19908 0.43119
H 9.03679 -0.42722 -0.55000
H 8.06826 -1.98139 -1.20672
H 5.09294 1.39819 -0.62731
H 5.53603 1.94918 0.90922
O 1.75908 -0.21425 0.71952
H -1.11520 2.34984 -0.21886
H -3.59939 1.76715 0.04583
H -4.93926 -1.22837 1.50493
H -5.39251 -1.60264 -2.67558
H -4.59139 -1.92868 -1.32622
H -6.38828 -1.90021 -0.96055
```

---

[2]
Molecular formula: C22H27N3O8S
Method: DFT, wB97M-V/def2-TZVPD

Calculated values
SMILES string	CCO[C@@H]1[C@H](C)C(=O)O[C@]1(S)CCC(N)=O.O=[N+]([O-])c1ccccc1.O=[N+]([O-])c1ccccc1
gap between HOMO and LUMO	8.50	eV
ΔE to the lowest compared entry with this formula, charge and spin	232.68	kcal per mole
max |F|	4.393	eV Å⁻¹
electronic energy	-2018.62065	Eh

Geometry as XYZ:
```
61
C22H27N3O8S (wB97M-V/def2-TZVPD)
C 0.38865 0.98045 3.75339
C 1.65771 0.83573 2.75090
O 1.31760 0.23412 1.48228
C 1.08227 -1.17945 1.59125
C 2.34041 -2.16489 1.79721
C 3.01638 -2.28851 3.24270
C 3.21906 -1.58037 0.57305
O 4.39460 -1.20384 0.53436
O 2.22180 -1.56680 -0.47348
C 0.82812 -1.56744 0.02912
S -0.08984 -3.20141 -0.12996
C 0.18413 -0.39417 -0.85394
C -0.30680 -0.85241 -2.30713
C 0.95231 -1.03445 -3.29318
N 1.87078 0.04634 -3.64066
O 1.15030 -2.15967 -3.80352
H 0.82103 1.48072 4.69907
H -0.02973 -0.04179 4.05502
H -0.40862 1.67127 3.33012
H 2.55623 0.37432 3.27626
H 1.96102 1.92264 2.51374
H 0.21688 -1.55183 2.22801
H 2.23582 -3.25603 1.47955
H 3.49558 -3.33622 3.28678
H 3.84316 -1.51291 3.36118
H 2.25819 -2.27685 4.10415
H 0.20489 -3.99796 0.96339
H -0.73354 -0.02573 -0.26847
H 0.94841 0.44817 -1.02102
H -1.02194 -1.73258 -2.32351
H -0.89680 0.04123 -2.74243
H 1.58946 0.95058 -3.24378
H 2.83998 -0.19602 -3.38934
O -3.99317 -1.64611 2.04505
N -3.12659 -1.67533 2.90283
O -1.92934 -1.77265 2.67236
C -3.54886 -1.59293 4.30273
C -4.90618 -1.51822 4.60714
C -5.30409 -1.46418 5.93824
C -4.35091 -1.48041 6.95187
C -2.99617 -1.54481 6.64054
C -2.58926 -1.60200 5.31232
H -5.65831 -1.50494 3.82659
H -6.35864 -1.41243 6.18654
H -4.66557 -1.44370 7.99018
H -2.25737 -1.55425 7.43455
H -1.53113 -1.65519 5.08290
O 1.64759 6.49651 -6.43944
N 0.65716 5.90139 -6.83610
O -0.33482 6.44284 -7.29914
C 0.65763 4.43957 -6.74565
C 1.75506 3.78575 -6.18917
C 1.74076 2.39929 -6.08351
C 0.64063 1.67678 -6.53479
C -0.44781 2.33540 -7.09903
C -0.44366 3.72214 -7.20629
H 2.61814 4.33713 -5.83379
H 2.58654 1.88034 -5.64613
H 0.63141 0.59476 -6.44514
H -1.30163 1.76717 -7.45195
H -1.29889 4.22380 -7.64480
```

---

[3]
Molecular formula: C4H5N2
Method: DFT, wB97M-V/def2-TZVPD

Calculated values
SMILES string	C=N/C=C\C#[NH+]
gap between HOMO and LUMO	8.90	eV
ΔE to the lowest compared entry with this formula, charge and spin	40.62	kcal per mole
max |F|	3.402	eV Å⁻¹
net charge	+1
electronic energy	-264.55067	Eh

Geometry as XYZ:
```
11
C4H5N2 (wB97M-V/def2-TZVPD)
C 2.29624 0.81129 -0.11496
N 1.48060 -0.10349 -0.31817
C 0.47053 -0.86621 -0.09017
C -1.05770 -0.96487 -0.12274
C -1.93043 0.04972 -0.13465
N -2.73255 0.89275 -0.12533
H 3.24151 1.00585 -0.63901
H 2.01757 1.31442 0.81071
H 0.98032 -1.73208 0.30501
H -1.59293 -1.89840 -0.14372
H -3.17316 1.49103 0.57304
```

---

[4]
Molecular formula: C2H2N2O3
Method: DFT, wB97M-V/def2-TZVPD

Calculated values
SMILES string	Nc1noc(=O)o1
gap between HOMO and LUMO	9.57	eV
ΔE to the lowest compared entry with this formula, charge and spin	40.41	kcal per mole
max |F|	7.250	eV Å⁻¹
electronic energy	-412.58659	Eh

Geometry as XYZ:
```
9
C2H2N2O3 (wB97M-V/def2-TZVPD)
N -2.25241 -0.38426 0.01693
C -1.02362 0.02021 -0.04954
N -0.49514 1.23738 0.02657
O 0.82618 1.09889 -0.02645
C 1.16568 -0.13976 -0.04538
O 2.19288 -0.67036 0.07275
O -0.03599 -0.89462 -0.04056
H -2.35260 -1.54893 -0.07038
H -3.13163 0.02319 0.28948
```

---

[5]
Molecular formula: C32H41N7
Method: DFT, wB97M-V/def2-TZVPD

Calculated values
SMILES string	c1ccncc1.c1ccncc1.c1ccncc1.c1ccncc1.CCCC#N.CCCC#N.CCCC#N
gap between HOMO and LUMO	9.86	eV
ΔE to the lowest compared entry with this formula, charge and spin	3.96	kcal per mole
max |F|	1.732	eV Å⁻¹
electronic energy	-1627.14487	Eh

Geometry as XYZ:
```
80
C32H41N7 (wB97M-V/def2-TZVPD)
C 0.32421 -0.57561 -5.51909
C 0.31721 -0.12378 -6.84577
C 1.53332 0.10482 -7.42964
N 2.70423 -0.15060 -6.79707
C 2.66395 -0.68887 -5.58373
C 1.48361 -0.96654 -4.89167
H -0.64385 -0.46466 -5.03736
H -0.66063 -0.08932 -7.30649
H 1.69713 0.60409 -8.37591
H 3.63877 -0.87925 -5.15027
H 1.42280 -1.26426 -3.85555
C 1.78648 -1.57662 3.43211
C 1.97368 -2.48591 2.40098
C 3.18087 -3.10026 2.25807
N 4.24304 -2.89077 3.06627
C 4.06359 -1.98133 4.02979
C 2.84575 -1.30887 4.26674
H 0.77434 -1.20000 3.52955
H 1.20028 -2.62619 1.65482
H 3.33119 -3.78848 1.43506
H 4.86640 -1.69900 4.69672
H 2.75303 -0.50198 4.98163
C -4.55955 2.35565 1.20931
C -5.50177 2.99709 2.00298
C -6.81612 2.99815 1.54353
N -7.18842 2.49753 0.36319
C -6.28254 1.87667 -0.39449
C -4.95312 1.78201 0.01604
H -3.53652 2.25894 1.54992
H -5.31336 3.38063 2.99584
H -7.69717 3.21648 2.13874
H -6.64081 1.49206 -1.33864
H -4.15535 1.33443 -0.56451
C -0.02476 -3.41702 -1.51837
C 1.11662 -4.10441 -1.91793
C 1.27862 -5.38086 -1.41177
N 0.58710 -5.88071 -0.38081
C -0.38167 -5.11162 0.10501
C -0.68021 -3.84776 -0.36869
H -0.27155 -2.43629 -1.90828
H 1.79328 -3.73757 -2.67705
H 2.08707 -5.95205 -1.85576
H -0.95004 -5.41604 0.97917
H -1.41645 -3.20773 0.09941
C 3.62505 3.57885 -1.99317
C 4.18359 2.59988 -3.02771
C 5.62568 2.82911 -3.46217
C 5.84905 4.13973 -4.04298
N 6.02106 5.19440 -4.46371
H 2.74057 3.09436 -1.57761
H 3.28255 4.49380 -2.48328
H 4.30278 3.91196 -1.20899
H 3.48879 2.55446 -3.87107
H 4.07872 1.58118 -2.64587
H 5.99984 2.02820 -4.10479
H 6.31532 2.71962 -2.61718
C -0.48783 0.54998 0.99654
C -0.71466 0.41329 -0.51204
C 0.29452 1.17703 -1.39667
C 1.53948 0.40148 -1.58607
N 2.47412 -0.25154 -1.70513
H -1.42104 0.26164 1.48215
H -0.20415 1.54949 1.31248
H 0.20641 -0.25968 1.22275
H -1.72722 0.70941 -0.80573
H -0.72920 -0.64072 -0.79795
H 0.54976 2.08106 -0.84516
H 0.01040 1.31248 -2.44274
C -4.43627 1.36522 6.02612
C -3.20647 0.77603 6.73932
C -2.94798 -0.66437 6.29190
C -2.57352 -0.88106 4.89929
N -2.27169 -1.04886 3.80510
H -4.58847 2.40036 6.32801
H -5.32237 0.76765 6.23314
H -4.21697 1.37710 4.95645
H -3.33032 0.89855 7.81207
H -2.32727 1.33866 6.41389
H -3.85278 -1.24843 6.49903
H -2.22214 -1.15451 6.94576
```

---

[6]
Molecular formula: C3H4O3
Method: DFT, wB97M-V/def2-TZVPD

Calculated values
SMILES string	O=C=O.C=CO
gap between HOMO and LUMO	10.25	eV
ΔE to the lowest compared entry with this formula, charge and spin	40.22	kcal per mole
max |F|	4.032	eV Å⁻¹
electronic energy	-342.39185	Eh

Geometry as XYZ:
```
10
C3H4O3 (wB97M-V/def2-TZVPD)
O 2.37382 -0.52446 0.62422
C 1.38951 -1.21740 0.64260
O 0.69255 -2.13784 0.62270
C -1.44182 0.10458 -0.75083
C -0.57526 0.94040 -0.19893
O 0.33290 0.54282 0.74911
H -1.43651 -0.94615 -0.50728
H -2.16302 0.47260 -1.46137
H -0.59128 2.01035 -0.37586
H 1.41911 0.75511 0.65565
```

---

[7]
Molecular formula: C2H5BrNO
Method: DFT, wB97M-V/def2-TZVPD

Calculated values
SMILES string	[NH3+]CC(=O)Br
gap between HOMO and LUMO	10.49	eV
ΔE to the lowest compared entry with this formula, charge and spin	6.85	kcal per mole
max |F|	3.541	eV Å⁻¹
net charge	+1
electronic energy	-2782.92563	Eh

Geometry as XYZ:
```
10
C2H5BrNO (wB97M-V/def2-TZVPD)
N -0.56789 0.03311 -0.14838
C 0.91246 -0.17967 0.34745
C 1.25966 -1.55777 0.69533
O 0.53385 -2.41790 1.06809
Br 3.12389 -1.87954 0.63798
H -1.01104 0.91175 0.05004
H -1.12989 -0.58572 0.36365
H -0.40073 0.02544 -1.19108
H 1.49716 0.21912 -0.46604
H 1.09677 0.41303 1.20719
```

---

[8]
Molecular formula: C21H26N2O5
Method: DFT, wB97M-V/def2-TZVPD

Calculated values
SMILES string	CCOC(=O)C1CCN(C(=O)Cc2c(C(=O)O)n(CC)c3ccccc23)CC1
gap between HOMO and LUMO	8.34	eV
ΔE to the lowest compared entry with this formula, charge and spin	7.02	kcal per mole
max |F|	0.909	eV Å⁻¹
electronic energy	-1301.61876	Eh

Geometry as XYZ:
```
54
C21H26N2O5 (wB97M-V/def2-TZVPD)
C -3.83952 4.00669 -5.27214
C -2.66581 3.03915 -5.32361
O -1.79356 3.21936 -4.20650
C -2.12155 2.59596 -3.06741
O -3.09165 1.89897 -2.93780
C -1.08907 2.88256 -1.99548
C -1.60493 2.51094 -0.60659
C -0.50419 2.77495 0.42275
N 0.67328 2.00374 0.10057
C 1.05389 0.83454 0.66874
O 2.01347 0.21023 0.26015
C 0.25521 0.37957 1.89523
C 0.57325 -1.04163 2.19428
C 0.39626 -2.10153 1.31593
C -0.16626 -1.94914 -0.01352
O -0.70466 -0.93709 -0.41013
O -0.06151 -3.02455 -0.82274
N 0.84304 -3.26998 1.90281
C 0.89607 -4.58891 1.32529
C 2.22387 -4.82490 0.60857
C 1.32610 -2.96544 3.13818
C 1.89145 -3.78706 4.11293
C 2.29312 -3.20500 5.29244
C 2.14561 -1.83068 5.52059
C 1.59093 -1.00963 4.57084
C 1.17244 -1.57169 3.36046
C 1.22317 2.35112 -1.19448
C 0.18674 2.07933 -2.28555
H -4.45033 3.80058 -4.39670
H -3.48026 5.03173 -5.22019
H -4.44956 3.88847 -6.16300
H -3.02772 2.00590 -5.32673
H -2.04388 3.22013 -6.20276
H -0.85068 3.95111 -2.04329
H -1.86268 1.45091 -0.59986
H -2.49784 3.08796 -0.36316
H -0.22304 3.83567 0.39271
H -0.85110 2.55122 1.42920
H 0.51387 1.01192 2.74663
H -0.80966 0.46899 1.67806
H -0.43688 -2.79969 -1.68809
H 0.06960 -4.70595 0.62424
H 0.76942 -5.31496 2.13351
H 2.25253 -5.82967 0.19582
H 2.33823 -4.10866 -0.20018
H 3.05359 -4.70217 1.30086
H 2.02012 -4.84698 3.95340
H 2.73717 -3.81818 6.06284
H 2.47867 -1.41901 6.46185
H 1.48085 0.04951 4.74998
H 1.50536 3.40958 -1.18976
H 2.11315 1.73989 -1.35034
H -0.05442 1.01492 -2.27620
H 0.59031 2.34689 -3.26263
```